Run i
A single FH2PS3 molecule. Source: the Open Molecules 2025 dataset; level of theory: the ωB97M-V functional and the def2-TZVPD basis.

CARTESIAN COORDINATES (ANGSTROEM)
S -0.8472 -1.9863 0.9774
S 0.9137 1.1597 1.3945
H 0.5564 1.8695 0.3925
F 1.7051 -1.0757 -0.1253
P 0.2310 -0.5333 0.2837
S -0.6238 0.2245 -1.7074
H -1.9353 0.3416 -1.2154

Values from the calculation:
* SMILES string: FP(=S)(S)S
* orbital gap: 8.72 eV
* 2S+1: 1

Run ii
2 unconnected molecules or ions with the total composition FH2PS3. Source: the Open Molecules 2025 dataset; level of theory: the ωB97M-V functional and the def2-TZVPD basis.

CARTESIAN COORDINATES (ANGSTROEM)
P -0.0257 1.0934 2.1018
S 1.3378 -1.0985 -0.8045
S -1.6401 0.8579 1.1498
H -0.4530 -0.9848 -2.7311
F 0.3630 2.6726 1.7742
S -0.2691 -1.9841 -1.7409
H 0.6871 -0.5566 0.2508

Values from the calculation:
* SMILES string: FP=S.SS
* orbital gap: 7.97 eV
* 2S+1: 1

Stability ranking, top and bottom: run i is the most stable and run ii is the least stable.

Run i
A gas-phase ion, C7H15N4 (charge +1). Source: the Open Molecules 2025 dataset; level of theory: the ωB97M-V functional and the def2-TZVPD basis.

CARTESIAN COORDINATES (ANGSTROEM)
H -2.2616 0.3241 -1.8633
C 0.3432 -1.1934 0.7299
N 1.3325 0.9051 1.0659
C -0.4895 -2.2312 1.0547
H 2.4164 -1.1312 -0.1703
H -1.5677 -0.8106 -0.8727
C 1.3283 -3.1094 0.1867
H -1.1268 1.8006 -0.0125
H -0.3081 1.6907 -2.3137
H 2.2096 2.7552 1.6157
C 0.1431 0.2620 0.8158
N 0.1149 -3.3504 0.6712
H 0.7496 2.4297 2.3002
H 0.5190 0.2081 -1.8556
H 1.0228 1.7939 -1.2129
H -0.2528 -4.1817 0.7876
H -0.6836 0.4516 1.7378
H 1.9708 0.9207 0.2318
H -2.8916 0.1308 -0.3117
N 1.1813 2.4219 1.3719
N -0.7677 0.9436 -0.3747
C -1.9033 0.1777 -0.8331
H -1.5399 -2.2533 1.1217
C 0.2087 1.1692 -1.5478
C 1.4988 -1.7320 0.1511
H 1.9077 -3.9771 -0.0247

Values from the calculation:
* SMILES string: C[NH+](C)[C@H](NN)c1cc[nH]c1
* charge: +1
* orbital gap: 9.57 eV
* 2S+1: 1

Run ii
A gas-phase ion, C7H15N4 (charge +1). Source: the Open Molecules 2025 dataset; level of theory: the ωB97M-V functional and the def2-TZVPD basis.

CARTESIAN COORDINATES (ANGSTROEM)
N 2.0770 -1.0867 1.2081
H -1.9353 -1.4739 -0.4105
H 1.9465 -0.7359 -2.3037
H -2.4045 -0.5561 1.6285
H -0.1894 -1.3366 -0.3240
H 2.7187 -0.4680 1.8545
H 3.4995 -0.9185 -1.1906
N 2.2867 0.8798 0.1107
C 1.8052 -0.4211 -0.0277
H 2.2399 -2.1990 -1.1245
C -2.3359 -0.6803 -0.9400
H -2.2179 1.4675 -0.3723
H 2.4379 -1.9590 1.0751
C 0.1472 1.8616 -0.0059
N -1.9257 0.4534 -0.0561
H 2.1230 2.8811 0.5648
H -3.5347 0.5569 1.2033
H -0.5409 2.6933 -0.0032
N 0.3066 -0.4943 -0.1574
H -2.2328 1.1199 1.9255
H -3.3961 -0.8072 -0.9620
C 2.3687 -1.1354 -1.2500
H -1.9049 -0.5380 -1.9386
C -0.3709 0.6059 -0.0643
C -2.5228 0.3914 1.2620
C 1.5549 1.8994 0.2981

Values from the calculation:
* SMILES string: C[NH+](C)C1=CC=N[C@@](C)(N)N1
* charge: +1
* orbital gap: 8.88 eV
* 2S+1: 1

Stability ranking, top and bottom: run ii is the most stable and run i is the least stable.

Run i
A single C4H6N2OS molecule. Source: the Open Molecules 2025 dataset; level of theory: the ωB97M-V functional and the def2-TZVPD basis.

CARTESIAN COORDINATES (ANGSTROEM)
O -2.8852 -0.7322 0.1410
N 0.1165 0.6768 -0.0581
H 0.6502 2.5765 -0.6622
H -0.7996 -2.4889 -0.4575
C -0.6059 -1.4629 -0.1134
C -1.6499 -0.4690 -0.0886
H -3.3556 0.1503 0.1593
C 1.1763 1.6482 0.0238
S 2.3303 -0.9496 0.0174
N -1.1857 0.8028 -0.0808
H 1.2846 1.7376 1.3377
H 2.2774 1.3396 -0.5250
H 2.0978 -2.2083 0.4098
C 0.5489 -0.6210 -0.1035

Values from the calculation:
* SMILES string: Cn1nc(O)cc1S
* orbital gap: 8.81 eV
* 2S+1: 1

Run ii
A single C4H6N2OS molecule. Source: the Open Molecules 2025 dataset; level of theory: the ωB97M-V functional and the def2-TZVPD basis.

CARTESIAN COORDINATES (ANGSTROEM)
C 1.0673 -1.1749 0.6215
H 1.5204 2.0409 0.3281
C -0.8711 1.6010 0.7289
S -0.3834 -1.1664 -1.9128
C 0.6802 1.2652 0.4299
H -0.2155 -2.6579 0.0075
C 0.0890 -1.6649 -0.3225
H 1.5782 -2.0574 1.1041
H -0.5827 1.7105 -1.3200
H -1.2451 0.7883 1.3909
N 1.3110 0.0626 0.9914
H -1.4287 2.5468 0.7511
O -1.1192 -2.4274 -2.3172
N -0.4003 1.1336 -0.4808

Values from the calculation:
* orbital gap (spin up / spin down): 7.67 / 7.63 eV
* 2S+1: 1

Run iii
A single C4H6N2OS molecule. Source: the Open Molecules 2025 dataset; level of theory: the ωB97M-V functional and the def2-TZVPD basis.

CARTESIAN COORDINATES (ANGSTROEM)
H 2.3074 0.6786 -0.6685
O 0.4945 1.9708 0.3840
H 3.1226 -0.1764 0.7651
N 1.0734 -0.5443 0.3937
H -2.6699 -1.1862 -1.3033
C -0.9724 0.2135 -1.0795
H -0.4816 0.4994 -1.9885
C -1.7126 0.0543 1.4812
C -2.0700 -0.4954 -0.7483
S 0.0233 0.5701 0.3729
N -2.4449 -0.4844 0.6487
H 2.7549 -1.1277 -0.6552
H -1.8055 0.3008 2.4836
C 2.3809 -0.2731 -0.0859

Values from the calculation:
* SMILES string: CN=[S@@]1(=O)C=CN=C1
* orbital gap: 8.16 eV
* 2S+1: 1

Run iv
2 unconnected molecules or ions with the total composition C4H6N2OS. Source: the Open Molecules 2025 dataset; level of theory: the ωB97M-V functional and the def2-TZVPD basis.

CARTESIAN COORDINATES (ANGSTROEM)
C 1.0578 -0.9776 -0.8050
C 0.8447 0.7523 0.5682
H -1.0772 -0.8010 1.9481
S -2.8417 -0.2183 -0.3482
H -0.9115 -2.2227 0.7818
N 1.9053 -0.0702 -1.2153
H 2.3289 1.7945 -0.5206
H 0.9519 -1.9175 -1.3094
O -2.3876 1.3706 -0.3068
N 1.7678 0.9672 -0.3821
H 0.5947 1.4829 1.3104
C 0.3359 -0.5349 0.3451
C -0.6666 -1.2118 1.0445
H -1.9025 1.5866 -1.1107

Values from the calculation:
* orbital gap (spin up / spin down): 6.62 / 6.62 eV
* 2S+1: 1

Stability ranking, top and bottom: run iv is the most stable and run iii is the least stable.

Run i
2 unconnected molecules or ions with the total composition C4H6N2OS. Source: the Open Molecules 2025 dataset; level of theory: the ωB97M-V functional and the def2-TZVPD basis.

CARTESIAN COORDINATES (ANGSTROEM)
C 0.1916 1.2064 -1.7746
H 0.4438 -1.1751 2.0146
C 0.3340 2.2036 0.5491
N 1.1676 0.3781 -1.7857
H -0.5991 1.3974 -2.7145
H 1.7234 0.0863 -0.8622
N -0.0072 2.1019 -0.7359
S -0.8043 -2.6566 0.4439
H 0.7030 0.8163 2.0531
O -0.1447 -0.0476 0.5368
C -0.1144 -1.3182 1.0685
H -1.3826 2.6300 -1.1960
H 0.5509 3.2316 1.0072
C 0.3331 0.9984 1.1491

Values from the calculation:
* orbital gap: 7.93 eV
* 2S+1: 1

Run ii
A single C4H6N2OS molecule. Source: the Open Molecules 2025 dataset; level of theory: the ωB97M-V functional and the def2-TZVPD basis.

CARTESIAN COORDINATES (ANGSTROEM)
H -1.0162 -1.9915 0.0711
C 0.5777 -0.7634 -0.1118
N 1.4752 -1.6662 -0.0481
H -0.9362 1.5235 -1.1911
S 2.0046 1.6336 -0.0145
H -2.5986 0.0556 -0.2639
H 2.8680 -0.3518 0.0429
H -1.7409 -0.0703 1.2660
O 2.7644 -1.3558 0.0380
N -0.7721 -1.1031 -0.2620
C -1.6015 0.0181 0.2219
C -0.7632 1.2404 -0.1449
C 0.6770 0.7085 -0.0805
H -0.9383 2.1223 0.4770

Values from the calculation:
* SMILES string: O/N=C1/NCCC1=S
* orbital gap: 7.55 eV
* 2S+1: 1

Run iii
2 unconnected molecules or ions with the total composition C4H6N2OS. Source: the Open Molecules 2025 dataset; level of theory: the ωB97M-V functional and the def2-TZVPD basis.

CARTESIAN COORDINATES (ANGSTROEM)
O -0.3971 -1.9248 -0.0922
C -1.1260 1.3162 -0.4387
N 0.6030 -1.2690 0.2180
C -2.2782 0.5743 -0.8658
C 2.8605 -0.0810 0.4981
H 3.6100 -0.7602 0.2764
H -2.0668 -0.1730 -1.5025
H -2.2511 -1.1075 0.6713
H 3.0299 0.4277 1.4860
H -2.9712 1.1661 -1.3394
H 2.8445 0.7400 -0.1282
S -3.1246 -0.1384 0.6140
N -0.2857 1.8701 0.0883
C 1.5529 -0.6404 0.5148

Values from the calculation:
* SMILES string: CC#[N+][O-].N#CCS
* orbital gap: 10.18 eV
* 2S+1: 1

Stability ranking, top and bottom: run ii is the most stable and run i is the least stable.

Run i
6 unconnected molecules or ions with the total composition H11O6. Source: the Open Molecules 2025 dataset; level of theory: the ωB97M-V functional and the def2-TZVPD basis.

CARTESIAN COORDINATES (ANGSTROEM)
O -0.8441 -1.7687 -1.3616
O 1.1408 2.2436 -2.6240
H -1.2486 -1.5149 0.6595
O -2.7702 0.1663 2.9879
H -2.3776 -0.6634 2.6626
H 2.0434 0.4402 -0.1224
H 3.1607 1.1607 -0.7074
H -0.3013 -1.0109 -1.0390
H 0.0932 0.8689 0.3576
H 0.7215 1.6180 -2.0125
H -2.6184 0.7777 2.2568
O -1.4321 -1.8268 1.5627
H -0.2439 -2.2169 -1.9903
H -0.5668 -1.8362 1.9747
H 1.7683 2.7585 -2.1068
O 0.4160 0.3830 -0.3851
O 3.0591 0.4209 -0.1128

Values from the calculation:
* charge: -1
* orbital gap: 9.21 eV
* 2S+1: 1

Run ii
6 unconnected molecules or ions with the total composition H11O6. Source: the Open Molecules 2025 dataset; level of theory: the ωB97M-V functional and the def2-TZVPD basis.

CARTESIAN COORDINATES (ANGSTROEM)
H -0.0093 -1.7232 2.6493
H 1.2515 1.6998 -1.7259
H 0.3798 1.1028 -0.8060
O 1.2473 0.8536 -1.3326
H 1.8189 -2.3791 -0.3103
H -0.6923 3.8936 -1.6329
O -1.1316 1.6598 0.1205
H -2.9898 -0.4268 0.4692
O 0.6555 -2.4021 2.7572
H 0.9000 -2.7625 1.9040
H -0.1916 2.8645 -0.7505
O 1.9992 -3.3275 -0.1117
O 0.0856 3.3068 -1.6126
O -2.0861 -0.6666 0.1926
H -1.7464 0.2434 0.0030
H -1.1323 1.8657 1.0582
H 1.6417 -3.8023 -0.8717

Values from the calculation:
* charge: -1
* orbital gap: 8.57 eV
* 2S+1: 1

Stability ranking, top and bottom: run i is the most stable and run ii is the least stable.

Run i
A gas-phase ion, C5H7N2 (charge +1). Source: the Open Molecules 2025 dataset; level of theory: the ωB97M-V functional and the def2-TZVPD basis.

CARTESIAN COORDINATES (ANGSTROEM)
C -1.8118 0.2648 -1.8839
H -2.4744 1.1483 0.0650
N 0.3036 0.1934 1.0264
C -1.7022 0.6984 -0.6097
H 1.5864 -1.2681 0.4045
H 2.3052 0.3982 1.2499
H 1.6740 -0.8153 2.2228
C -0.2958 0.1629 -0.1501
C -0.4936 -0.4219 -2.2099
H -2.5898 0.6058 -2.6094
H -0.1529 0.7702 1.8332
H -0.3908 -0.8400 -3.2819
N 0.2901 -0.5212 -1.1765
C 1.5515 -0.4318 1.2541

Values from the calculation:
* SMILES string: C/[NH+]=C1/C=CC=N1
* charge: +1
* orbital gap: 8.62 eV
* 2S+1: 1

Run ii
2 unconnected molecules or ions with the total composition C5H7N2. Source: the Open Molecules 2025 dataset; level of theory: the ωB97M-V functional and the def2-TZVPD basis.

CARTESIAN COORDINATES (ANGSTROEM)
C 1.5124 0.4457 -2.2478
N -1.7317 -0.2887 1.1267
C -1.1804 -0.5350 -0.0656
H 1.1120 1.3725 -2.6228
C 0.2773 0.5955 1.1774
H -1.1036 0.7159 2.9387
H 0.7099 -0.0326 -0.8307
N 0.0432 0.0020 -0.0385
C -0.8571 0.4097 1.9220
H -1.6391 -1.0694 -0.8976
H -2.6855 -0.5886 1.3982
H 2.3636 -1.5247 -1.4506
C 1.9632 -0.5979 -1.8256
H 1.2158 1.0957 1.4162

Values from the calculation:
* charge: +1
* orbital gap: 11.35 eV
* 2S+1: 1

Run iii
2 unconnected molecules or ions with the total composition C5H7N2. Source: the Open Molecules 2025 dataset; level of theory: the ωB97M-V functional and the def2-TZVPD basis.

CARTESIAN COORDINATES (ANGSTROEM)
H -0.0195 -1.9510 -1.7202
H 2.0685 0.3271 0.7010
C -0.2580 -1.5562 0.4311
C -0.2027 -2.2611 -0.6684
C 0.3045 -0.2580 0.5314
C 1.0661 0.7734 0.5291
N -1.9680 0.3914 -0.3340
N -3.0599 0.2451 -0.2149
H -0.4240 -2.1414 1.3884
C 0.8375 2.1359 0.0777
H -0.8107 -3.1636 -0.6682
H 1.2410 2.2166 -0.9199
H 1.4548 2.8275 0.7244
H -0.2296 2.4145 0.1424

Values from the calculation:
* charge: +1
* orbital gap: 9.17 eV
* 2S+1: 1

Stability ranking, top and bottom: run ii is the most stable and run iii is the least stable.